1.
Molecular formula: C28H41F15O16
Method: DFT, ωB97M-V/def2-TZVPD

The geometry in XYZ format:
```
100
Properties=species:S:1:pos:R:3:forces:R:3
C 5.4511 -7.5267 17.9579 0.49 -1.09 -0.20
C 6.3899 -8.2632 16.9442 1.52 2.46 2.44
O 5.8858 -8.3737 15.6831 -1.70 0.47 -4.60
C 6.0365 -7.3513 14.7113 3.01 1.04 2.88
O 6.7337 -6.3334 14.8951 -2.81 -3.41 -0.73
C 5.4658 -7.6696 13.2672 2.11 -3.17 2.22
F 6.5000 -8.0915 12.5205 0.64 0.43 -0.12
F 4.5917 -8.6506 13.1709 -0.96 -0.62 0.75
F 4.9734 -6.6241 12.8093 -1.57 3.71 -1.81
H 6.0819 -7.2084 18.7879 -0.08 0.25 -0.02
H 4.7352 -8.2298 18.3836 -0.11 -0.04 -0.12
H 4.8830 -6.6874 17.5568 0.37 0.02 -0.21
H 6.7873 -9.1792 17.3813 -0.92 -0.69 -0.53
H 7.3321 -7.7204 16.8688 0.00 0.65 0.04
C 12.2863 -2.9380 17.2621 1.55 -0.02 0.47
C 12.6932 -4.3053 17.8502 -0.28 -0.03 -1.58
O 13.0879 -4.2588 19.2438 1.21 0.41 0.05
C 14.3728 -3.8925 19.4911 2.08 0.38 -4.01
O 15.2792 -3.6300 18.6344 -4.14 -1.16 3.71
C 14.7140 -3.8495 20.9928 0.40 0.07 1.40
F 13.6368 -3.8575 21.8427 1.24 0.14 -1.30
F 15.4948 -4.9166 21.3398 -0.80 1.00 -0.52
F 15.4353 -2.7195 21.2082 -0.77 -1.01 0.06
H 11.6083 -3.0284 16.4134 -0.20 -0.08 0.36
H 13.1881 -2.4504 16.8918 0.04 0.09 -0.10
H 11.9379 -2.2785 18.0569 -0.55 -0.16 -0.14
H 13.4667 -4.8029 17.2653 0.51 0.51 0.16
H 11.8646 -4.9803 17.6358 -0.29 -0.14 1.42
C 9.6282 -14.5485 15.8887 1.08 -0.41 -0.02
C 8.8413 -15.7903 16.2952 -0.49 1.55 0.35
O 9.4493 -16.2593 17.5311 0.01 -0.88 0.95
C 8.7970 -17.2177 18.2085 -4.08 -0.46 -3.78
O 7.7089 -17.7056 17.7930 3.86 1.49 1.88
C 9.4247 -17.6862 19.5021 0.76 0.25 0.93
F 9.0210 -16.8425 20.5123 1.02 -0.60 -1.00
F 8.9774 -18.8827 19.8057 -0.04 -0.34 0.10
F 10.7931 -17.7748 19.4142 -1.54 0.63 0.37
H 9.7128 -13.8883 16.7519 -0.05 -0.09 0.10
H 9.1963 -13.9409 15.0935 -0.32 -0.45 -0.08
H 10.6433 -14.8130 15.5927 0.07 0.08 -0.07
H 8.7388 -16.6052 15.5786 0.17 0.15 0.10
H 7.8780 -15.3351 16.5255 -0.46 -0.91 0.18
C 16.7170 -10.0241 17.6557 -1.39 0.08 1.83
C 17.0140 -9.7264 16.2298 -0.80 -0.76 0.52
O 18.3618 -9.2727 16.2457 1.53 0.74 -1.53
C 19.3567 -10.0782 15.8656 -0.75 -2.69 0.49
O 19.2364 -11.2724 15.5978 0.36 2.65 0.26
C 20.8003 -9.4405 15.8948 -0.87 0.06 0.19
F 21.2382 -9.4333 14.6505 0.00 0.84 -0.94
F 20.7945 -8.1846 16.4214 0.27 -1.25 -0.49
F 21.6685 -10.2254 16.5286 -0.41 0.31 0.88
H 17.5653 -10.2834 18.2891 0.12 -0.29 -0.43
H 15.9302 -10.7665 17.7893 0.16 -0.30 -0.18
H 16.2822 -9.1444 18.1301 0.17 0.23 0.09
H 16.3221 -8.9401 15.9281 0.69 0.35 -0.41
H 16.7704 -10.5955 15.6187 0.93 0.03 -0.31
C 17.2237 -5.7987 6.1377 0.61 -0.93 0.72
C 18.5332 -6.2302 6.9063 -0.50 2.29 -1.67
O 18.4374 -5.8199 8.2867 0.07 1.11 1.20
C 18.7759 -4.5521 8.7609 2.68 -0.64 -2.05
O 19.3758 -3.6684 8.1459 -2.30 -2.31 1.54
C 18.7058 -4.5472 10.3533 -1.08 0.52 -1.96
F 18.4468 -3.2851 10.7193 -0.26 -0.48 0.34
F 17.7595 -5.3917 10.7912 0.33 0.57 0.21
F 19.8713 -4.8887 10.8470 0.51 -0.37 0.30
H 16.7660 -4.9309 6.6127 0.07 -0.11 0.07
H 16.5469 -6.6523 6.1767 -0.33 0.27 -0.04
H 17.3944 -5.5429 5.0920 0.27 -0.14 0.07
H 19.3537 -5.7104 6.4117 0.24 0.19 0.37
H 18.7573 -7.2880 6.7689 -0.32 0.00 0.92
C 11.1446 -15.4701 7.6922 -0.46 0.71 -0.40
C 9.8432 -15.1727 6.9351 0.14 -0.19 0.05
O 9.4053 -13.7840 7.0352 0.60 1.24 -0.57
C 10.0235 -12.7659 6.3295 1.24 -0.80 0.02
O 10.8119 -12.9290 5.4148 -1.34 0.28 1.03
O 9.7169 -11.5709 6.9095 -0.94 -0.75 -1.00
C 9.9628 -10.3219 6.1987 0.73 0.16 0.65
H 11.0906 -14.9731 8.6608 0.10 -0.23 0.13
H 12.0108 -15.0831 7.1556 -0.03 0.02 -0.02
H 11.2659 -16.5475 7.8044 -0.07 0.05 0.10
H 9.0190 -15.7281 7.3826 -0.02 0.27 0.24
H 9.8863 -15.5669 5.9197 0.15 0.66 -0.29
H 9.5764 -10.1476 5.1945 -0.12 -1.13 -0.12
H 11.0396 -10.1530 6.2027 -0.05 0.04 -0.16
H 9.4862 -9.5366 6.7855 0.09 -0.33 0.36
C 16.2763 -10.1747 10.4087 -1.11 -0.32 -0.71
C 14.7336 -10.4745 10.3206 1.25 -0.25 1.73
O 14.1230 -9.2907 9.9547 -2.16 3.90 -0.76
C 13.3678 -8.4139 10.7172 0.22 -0.85 1.64
O 12.9589 -8.5763 11.8764 1.30 0.14 -3.05
O 13.1712 -7.2889 9.9708 -0.12 -1.43 0.12
C 12.8400 -6.1127 10.6917 0.46 0.84 1.28
H 16.4069 -9.4374 11.2007 0.22 -0.09 -0.06
H 16.5910 -9.7589 9.4515 -0.05 0.29 0.05
H 16.9247 -11.0397 10.5487 -0.34 -0.15 0.38
H 14.3641 -10.6911 11.3230 0.00 -0.77 -0.03
H 14.4183 -11.1940 9.5650 0.33 -0.26 0.27
H 13.7572 -5.7940 11.1869 0.09 0.26 -0.03
H 12.1194 -6.1979 11.5050 -0.22 -0.73 -0.27
H 12.4949 -5.2924 10.0623 0.15 -0.58 -0.55
```
Positions in Å, forces in eV/Å.

Calculated values
**HOMO energy**: -10.799 eV
**Strongest force on any atom**: 5.68 eV/A
**SMILES**: CCOC(=O)C(F)(F)F.CCOC(=O)C(F)(F)F.CCOC(=O)C(F)(F)F.CCOC(=O)C(F)(F)F.CCOC(=O)C(F)(F)F.CCOC(=O)OC.CCOC(=O)OC
**Relative energy (zero: lowest compared OMol25 entry of this formula, charge and spin)**: 28.7 kcal per mole
**Kohn-Sham gap**: 10.8 eV
**Total charge**: 0
**LUMO energy**: -0.01 eV

2.
Molecular formula: C28H41FeNO2P2Si
Method: DFT, ωB97M-V/def2-TZVPD

The geometry in XYZ format:
```
76
Properties=species:S:1:pos:R:3:forces:R:3
Fe -0.6309 -0.0186 -0.1529 -1.37 -0.73 1.71
C 1.2833 -3.3920 -0.2244 -0.77 0.01 0.15
Si -0.5368 -3.1408 0.3250 0.23 -0.43 -0.48
C -1.1694 -4.7898 1.0683 0.23 0.74 -0.12
C -1.5651 -2.7650 -1.2452 0.52 -0.10 0.62
N -0.6074 -1.7034 1.2430 -0.14 0.60 -1.87
C -0.4842 -1.4373 2.5536 0.05 0.56 0.39
C -0.5054 -2.4017 3.5803 0.02 0.18 -0.16
C -0.4385 -2.0477 4.9110 0.00 0.01 0.14
C -0.3296 -0.7187 5.2885 0.01 -0.05 0.08
C -0.2711 0.2596 4.3068 0.14 0.12 -0.14
C -0.3464 -0.0895 2.9744 0.14 -0.53 0.38
O -0.1942 0.8686 1.9574 -0.31 -0.19 -0.19
C -0.6336 2.1444 2.2178 -0.21 0.92 0.12
C -1.9011 2.3985 2.7355 0.20 -0.30 -0.15
C -2.2933 3.7014 2.9753 0.00 0.06 -0.02
C -1.4367 4.7595 2.7118 0.05 0.08 -0.01
C -0.1874 4.5082 2.1678 -0.08 0.10 0.00
C 0.2144 3.2077 1.9167 -0.04 -0.55 0.05
H 1.4150 -4.2333 -0.8953 0.00 -0.24 -0.19
H 1.9231 -3.5537 0.6364 0.13 -0.02 0.26
H 1.6372 -2.4968 -0.7301 0.05 0.19 -0.11
H -1.4180 -5.5018 0.2871 0.00 -0.07 -0.23
H -2.0604 -4.6377 1.6697 -0.19 0.05 0.11
H -0.4136 -5.2483 1.6990 0.15 -0.07 0.14
H -1.3847 -3.4844 -2.0362 0.16 -0.15 -0.21
H -1.3194 -1.7699 -1.6344 -0.06 0.01 -0.20
H -2.6280 -2.7804 -1.0319 -0.23 0.11 0.12
H -0.5940 -3.4393 3.3016 -0.04 -0.15 -0.04
H -0.4777 -2.8218 5.6656 0.01 -0.03 0.05
H -0.2754 -0.4480 6.3308 0.00 0.07 0.10
H -0.1554 1.3001 4.5772 0.00 0.06 0.05
H -2.5569 1.5684 2.9508 -0.07 -0.07 0.01
H -3.2808 3.9034 3.3622 -0.08 -0.05 0.09
H -1.7476 5.7701 2.9374 0.01 0.04 -0.07
H 0.4845 5.3214 1.9331 0.03 0.07 0.02
H 1.1858 2.9981 1.4894 0.09 0.00 -0.02
C 0.7122 0.8236 -3.2750 -0.06 -0.09 0.42
P 0.7406 1.3510 -1.4981 -0.02 1.41 -1.71
C -0.2033 2.9353 -1.6259 -0.04 -0.25 0.16
C 2.4476 2.0362 -1.3653 -0.13 -0.50 0.55
C 2.9236 2.9873 -2.2618 -0.06 0.07 -0.17
C 4.2178 3.4615 -2.1695 -0.11 0.03 -0.09
C 5.0507 2.9931 -1.1671 0.13 -0.05 0.10
C 4.5746 2.0770 -0.2489 0.18 0.13 -0.02
C 3.2776 1.5852 -0.3378 -0.27 -0.13 0.13
P 2.6304 0.2709 0.7867 0.97 -0.27 0.32
C 3.9962 -0.9451 0.4832 -0.29 0.09 0.04
C 3.2147 0.8638 2.4449 -0.23 -0.09 -0.23
H 1.1162 1.5745 -3.9540 0.00 0.01 0.08
H -0.3309 0.6290 -3.5271 -0.02 -0.01 -0.04
H 1.2686 -0.1068 -3.3842 0.05 -0.01 -0.05
H 0.3365 3.7095 -2.1716 0.00 -0.11 -0.02
H -0.4162 3.2856 -0.6154 -0.03 0.05 -0.08
H -1.1543 2.7159 -2.1079 -0.04 0.01 0.04
H 2.2843 3.3644 -3.0462 -0.06 0.01 -0.11
H 4.5762 4.1945 -2.8781 0.01 0.02 -0.06
H 6.0764 3.3296 -1.1141 0.03 0.09 0.07
H 5.2364 1.7364 0.5349 0.02 -0.06 0.07
H 4.9807 -0.4926 0.5990 0.02 -0.02 0.04
H 3.9054 -1.3422 -0.5267 0.01 -0.09 -0.01
H 3.8829 -1.7593 1.1963 0.04 -0.13 -0.01
H 4.2711 1.1342 2.4620 0.00 -0.02 -0.05
H 3.0453 0.0457 3.1468 0.00 0.01 0.04
H 2.6201 1.7124 2.7764 -0.04 0.04 0.04
C -4.3904 0.0195 0.1120 0.21 0.37 -0.33
C -3.6123 0.8082 -0.9536 -0.84 -0.30 -0.19
C -3.8734 0.2125 -2.3514 0.10 0.31 0.47
O -2.2759 0.7980 -0.6644 2.07 -0.22 0.26
H -5.4372 -0.0720 -0.1662 -0.19 -0.06 0.06
H -4.3143 0.5258 1.0718 -0.02 0.00 0.12
H -3.9440 -0.9689 0.2079 -0.02 -0.13 0.01
H -3.9777 1.8573 -0.9521 0.05 -0.24 0.00
H -3.5575 -0.8277 -2.3516 0.02 -0.16 -0.08
H -3.3021 0.7556 -3.1046 0.03 0.02 -0.04
H -4.9297 0.2657 -2.6055 -0.12 -0.02 -0.07
```
Positions in Å, forces in eV/Å.

Calculated values
**HOMO energy (alpha / beta)**: -6.747 / -6.788 eV
**Strongest force on any atom**: 2.31 eV/A
**Relative energy (zero: lowest compared OMol25 entry of this formula, charge and spin)**: 13.6 kcal per mole
**Kohn-Sham gap (alpha / beta)**: 7.3 / 7.3 eV
**Spin multiplicity**: 5
**Total charge**: 0
**LUMO energy (alpha / beta)**: 0.52 / 0.49 eV